C4H4N2O2 | the ωB97M-V functional and the def2-TZVPD basis

Calculated values
energy above the lowest of the compared OMol25 structures with the same formula, charge and spin: 5.171 eV
total charge: 0
E_tot: -11283.369 eV

Last column: natural (NBO) charge in e.
Atoms and positions in Å:
C: -0.624 0.461 -1.873  0.129
C: -0.083 -0.113 -0.829  0.081
C: 0.505 -0.374 1.348  0.614
C: -0.063 -1.507 -0.457  0.117
H: -0.518 1.722 -0.334  0.507
H: -1.207 0.251 -2.794  0.237
H: 0.921 0.959 2.366  0.364
H: -0.643 -2.209 -1.279  0.227
N: 0.720 -0.119 2.499  -0.571
N: -0.052 -1.589 0.842  -0.440
O: -0.612 1.866 -1.558  -0.707
O: 0.407 0.688 0.248  -0.557